1.
The following is a quantum chemistry calculation of 2 unconnected molecules or ions with the total composition H3INP in a non-equilibrium geometry, from the Open Molecules 2025 dataset.

Bonds (Å) are listed after each position.
Atoms and positions in Å:
1 N -0.6584 0.0372 -0.9230  P2 1.557, H4 1.028
2 P -0.7670 -1.1801 -1.8882  N1 1.557, H6 1.537
3 I 1.7585 1.3972 2.2203  H5 1.511
4 H -0.4770 -0.2050 0.0593  N1 1.028
5 H 0.8546 2.5098 1.7433  I3 1.511
6 H -0.7108 -2.5591 -1.2117  P2 1.537

Expectation value of S²: 2.010
Energy above the lowest of the compared OMol25 structures with the same formula, charge and spin (kcal/mol): 32.5
E (Ha): -695.43194
Frontier orbital gap (spin up / spin down) (eV): 7.87 / 7.02
2S+1: 3
LUMO (spin up / spin down) (Ha): 0.0286 / -0.1146

2.
The following is a quantum chemistry calculation of 2 unconnected molecules or ions with the total composition H3INPS in a non-equilibrium geometry, from the Open Molecules 2025 dataset.

Bonds (Å) are listed after each position.
Atoms and positions in Å:
1 N 0.3503 0.3742 -1.2700  P2 1.728, S3 1.778, H4 1.042
2 P -0.8512 -0.7966 -0.8537  N1 1.728, S3 2.133, H5 1.509
3 S -1.1655 1.2936 -1.1380  N1 1.778, P2 2.133
4 H 0.7737 0.4070 -0.3189  N1 1.042
5 H -1.2662 -0.6453 0.5890  P2 1.509
6 I -0.3568 3.3333 1.5442  H7 1.933
7 H -0.2438 2.2279 3.1254  I6 1.933

Energy above the lowest of the compared OMol25 structures with the same formula, charge and spin (kcal/mol): 31.6
E (Ha): -1093.68705
Frontier orbital gap (eV): 7.81
2S+1: 1
LUMO (Ha): -0.0299

3.
The following is a quantum chemistry calculation of 2 unconnected molecules or ions with the total composition H3IO3P in a non-equilibrium geometry, from the Open Molecules 2025 dataset.

Bonds (Å) are listed after each position.
Atoms and positions in Å:
1 O -1.6466 -0.2857 -0.8278  P4 1.563, H6 1.045
2 O -0.8160 1.2625 0.9036  P4 1.586, H7 1.004
3 O 1.9220 -0.9466 -0.0074  H8 1.038
4 P -0.9852 -0.2823 0.5883  O1 1.563, O2 1.586, I5 2.448
5 I -2.6536 -1.1720 2.1430  P4 2.448
6 H -1.8026 0.3059 -1.6750  O1 1.045
7 H -0.0853 1.7986 1.3346  O2 1.004
8 H 2.5200 -1.5158 -0.6373  O3 1.038

Energy above the lowest of the compared OMol25 structures with the same formula, charge and spin (kcal/mol): 118.0
E (Ha): -866.20202
Frontier orbital gap (spin up / spin down) (eV): 7.01 / 8.64
Total charge: +1
2S+1: 1
LUMO (spin up / spin down) (Ha): -0.2918 / -0.2206

4.
The following is a quantum chemistry calculation of 2 unconnected molecules or ions with the total composition H3ISi in a non-equilibrium geometry, from the Open Molecules 2025 dataset.

Bonds (Å) are listed after each position.
Atoms and positions in Å:
1 Si 0.2413 0.3749 -0.1380  I2 2.463, H3 1.520, H4 1.452
2 I -2.1824 -0.0450 -0.0211  Si1 2.463
3 H 0.7549 0.2663 -1.5647  Si1 1.520
4 H 0.5448 1.0284 1.1224  Si1 1.452
5 H 0.6414 -1.6245 0.6015  no bonds

Energy above the lowest of the compared OMol25 structures with the same formula, charge and spin (kcal/mol): 56.8
E (Ha): -588.89935
Frontier orbital gap (eV): 8.84
2S+1: 1
LUMO (Ha): -0.0044

5.
The following is a quantum chemistry calculation of a single H3N2O2P molecule in a non-equilibrium geometry, from the Open Molecules 2025 dataset.

Bonds (Å) are listed after each position.
Atoms and positions in Å:
1 N 1.6969 -0.6419 -0.1659  O3 1.699, O4 1.430, P5 2.163, H6 0.967
2 N -1.3628 0.5065 0.3307  P5 1.724, H7 1.047, H8 0.983
3 O 0.6661 0.3110 -1.1223  N1 1.699, P5 1.632
4 O 0.9537 -0.4909 1.0470  N1 1.430, P5 1.718
5 P 0.3066 0.9354 0.3420  N1 2.163, N2 1.724, O3 1.632, O4 1.718
6 H 1.3639 -1.5248 -0.3791  N1 0.967
7 H -1.4942 -0.2142 -0.4175  N2 1.047
8 H -2.1304 1.1189 0.3651  N2 0.983

Energy above the lowest of the compared OMol25 structures with the same formula, charge and spin (kcal/mol): 80.5
E (Ha): -603.03376
Frontier orbital gap (eV): 9.55
2S+1: 1
LUMO (Ha): 0.0038

6.
The following is a quantum chemistry calculation of a single H3N3O2 molecule in a non-equilibrium geometry, from the Open Molecules 2025 dataset.

Bonds (Å) are listed after each position.
Atoms and positions in Å:
1 N 0.4516 0.9053 0.7681  N2 1.532, H6 0.979, H7 1.004
2 N 0.1224 0.0881 -0.4850  N1 1.532, N3 1.301, H8 1.013
3 N -0.7292 -0.8747 -0.2838  N2 1.301, O4 1.191, O5 1.207
4 O -0.7870 -1.2840 0.8335  N3 1.191
5 O -1.3263 -1.2273 -1.2714  N3 1.207
6 H 0.8552 0.2360 1.3582  N1 0.979
7 H 1.1063 1.5915 0.4398  N1 1.004
8 H 0.3071 0.5651 -1.3593  N2 1.013

Energy above the lowest of the compared OMol25 structures with the same formula, charge and spin (kcal/mol): 18.5
E (Ha): -316.37730
Frontier orbital gap (eV): 10.76
2S+1: 1
LUMO (Ha): 0.0268